Computed, not measured: a molecular structure, C21H19Cl3FLiN2O7, with ωB97M-V/def2-TZVPD.

Calculated values
Orbital gap, eV: 7.13
HOMO level, eV: -2.69
DFT total energy, a.u.: -2936.0368
Energy above the lowest of the compared OMol25 structures with the same formula, charge and spin, kcal/mol: 4.62
Lowest unoccupied orbital energy, eV: 4.44
Max |F|, eV/Å: 0.4

```
! RIJCOSX wB97M-V def2-TZVPD def2/J DEFGRID3
* xyz -2 1
Li -2.9057 0.8145 -1.1287
O -4.3352 1.4803 0.5938
C -3.4753 2.2217 1.3152
O -3.3975 3.4194 1.2485
C -2.6701 1.3300 2.2486
O -1.4475 1.9073 2.6332
C -0.3278 1.5587 1.8225
C -0.3969 1.9553 0.3310
O 0.5749 2.5716 -0.1337
O -1.4135 1.5406 -0.2875
H -4.6662 1.9927 -0.1805
H -2.5442 0.3482 1.7819
H -3.2664 1.2003 3.1592
H -0.1750 0.4691 1.8633
H 0.5249 2.0596 2.2773
F -4.1239 1.7873 -1.9948
C 4.9214 0.4225 0.8359
C 4.0675 -0.6972 1.3690
C 4.5071 -1.4402 2.4590
C 3.7152 -2.4472 2.9907
C 2.4966 -2.7374 2.4047
C 2.0423 -2.0135 1.3011
N 0.7889 -2.3450 0.7620
C 0.5517 -2.5331 -0.5853
C 1.5659 -2.9867 -1.4388
C 1.3211 -3.1747 -2.7881
C 0.0659 -2.9101 -3.3195
C -0.9341 -2.4451 -2.4758
C -0.7251 -2.2584 -1.1171
C -1.8629 -1.6950 -0.2647
O -1.7991 -1.8771 0.9780
O -2.7627 -1.0857 -0.8792
C 2.8175 -0.9575 0.7907
C 2.3170 -0.0769 -0.3202
H 5.8906 0.4409 1.3363
H 4.4405 1.3917 0.9860
H 5.0885 0.3225 -0.2386
H 5.4722 -1.2146 2.9005
H 4.0545 -3.0150 3.8494
H 1.8704 -3.5383 2.7777
H -0.0828 -2.1341 1.2701
H 2.5495 -3.1841 -1.0277
H 2.1237 -3.5241 -3.4292
H -0.1248 -3.0415 -4.3776
H -1.9136 -2.1844 -2.8563
H 2.8402 -0.2802 -1.2595
H 2.4599 0.9783 -0.0844
H 1.2561 -0.2117 -0.5081
Cl -3.9728 3.4997 -4.3865
C -3.8303 4.2983 -2.8055
Cl -2.2661 4.0281 -2.0870
Cl -4.0481 6.0757 -3.0926
C -4.9491 3.9033 -1.9252
N -5.9073 3.9913 -1.2936
*
```